A 2-piece molecular cluster, C4H6N2 overall, computed with wB97M-V/def2-TZVPD.

CARTESIAN COORDINATES (ANGSTROEM)
C (-0.496, 1.210, 1.529)
C (0.627, -0.627, 1.158)
C (0.137, -0.941, -1.156)
C (-0.557, 1.037, 0.117)
N (0.134, 0.178, 2.041)
N (0.245, -0.230, -0.118)
H (-0.889, 1.933, 2.187)
H (1.420, -2.697, 1.872)
H (-0.529, -0.614, -1.869)
H (0.731, -1.819, -1.174)
H (-1.452, 0.937, -0.466)
H (-0.032, 2.035, -0.253)

Cartesian forces, eV/Å:
C -0.3 -2.3 -0.2
C 0.8 -2.8 1.8
C 1.3 -0.9 0.7
C 1.3 2.2 -2.5
N 1.5 -0.7 1.9
N -1.0 2.8 1.2
H -0.5 1.3 0.4
H -0.8 2.4 -0.8
H -1.2 0.5 -2.2
H 0.3 -1.1 -0.4
H -0.9 0.4 0.1
H -0.5 -1.8 0.0

Properties
- Net charge: +2
- Multiplicity: 1
- Kohn-Sham gap: 8.0 eV
- F_max: 0.069 hartree/bohr
- Energy relative to the best compared isomer or geometry (same formula, charge and spin): 7.160 eV


C17H26AsN6OS6W as an isolated structure, computed with wB97M-V/def2-TZVPD.

CARTESIAN COORDINATES (ANGSTROEM)
W (-1.347, 0.714, 0.039)
C (2.608, 0.234, 0.689)
C (1.491, 0.002, 1.714)
N (0.225, -0.546, 1.182)
C (0.289, -2.004, 0.883)
C (1.473, -2.631, 0.127)
N (1.731, -2.312, -1.264)
C (2.960, -1.646, -1.629)
C (2.908, -0.107, -1.714)
N (2.126, 0.453, -0.644)
H (3.253, -0.642, 0.659)
H (3.240, 1.050, 1.078)
H (1.232, 0.943, 2.188)
H (1.870, -0.663, 2.500)
H (-0.406, -0.478, 1.986)
H (-0.641, -2.274, 0.389)
H (0.298, -2.528, 1.848)
H (1.235, -3.701, 0.213)
H (2.395, -2.501, 0.702)
H (0.920, -1.883, -1.689)
H (3.305, -2.003, -2.607)
H (3.728, -1.969, -0.918)
H (2.433, 0.175, -2.655)
H (3.948, 0.265, -1.756)
H (1.755, 1.371, -0.825)
S (-1.255, -0.699, -1.801)
C (-0.357, 0.078, -3.097)
C (0.076, -0.667, -4.194)
C (0.825, -0.069, -5.193)
C (1.126, 1.288, -5.117)
C (0.677, 2.038, -4.042)
C (-0.051, 1.435, -3.015)
S (-0.658, 2.334, -1.639)
H (-0.173, -1.721, -4.246)
H (1.171, -0.657, -6.035)
H (1.709, 1.762, -5.898)
H (0.897, 3.098, -3.982)
S (-6.188, 0.324, -0.115)
As (-4.593, 0.599, 1.191)
S (-3.151, 2.166, 0.400)
S (-2.904, -0.865, 0.709)
S (-4.935, 0.786, 3.254)
C (-2.214, 2.832, 4.660)
N (-1.305, 3.224, 3.582)
C (-0.813, 4.469, 3.452)
C (0.004, 4.799, 2.430)
C (0.253, 3.803, 1.438)
N (-0.252, 2.583, 1.544)
C (-0.948, 2.240, 2.669)
O (-1.271, 1.079, 2.877)
N (1.032, 4.092, 0.373)
H (-2.657, 3.735, 5.075)
H (-1.673, 2.288, 5.434)
H (-2.993, 2.187, 4.247)
H (-1.119, 5.178, 4.210)
H (0.397, 5.798, 2.325)
H (1.187, 5.069, 0.189)
H (0.847, 3.513, -0.449)

Cartesian forces, eV/Å:
W 0.1 0.8 -0.2
C 0.1 0.0 0.0
C -0.1 0.1 0.1
N 0.0 0.1 0.1
C 0.0 -0.2 0.0
C 0.0 0.0 0.2
N -0.2 0.0 -0.1
C 0.1 0.0 0.0
C 0.0 -0.1 -0.1
N -0.1 0.0 0.0
H 0.0 0.0 0.0
H 0.0 0.0 0.0
H 0.0 0.0 0.0
H 0.0 0.0 0.0
H 0.0 -0.1 0.0
H 0.0 0.0 0.0
H -0.1 0.0 0.0
H 0.1 0.0 0.0
H 0.0 0.0 0.0
H 0.0 0.1 0.0
H 0.0 0.0 0.0
H 0.0 0.0 0.0
H 0.0 0.0 0.0
H 0.0 0.0 0.0
H 0.0 0.0 0.0
S 0.0 -0.2 -0.1
C 0.0 0.0 0.0
C 0.0 0.0 0.0
C 0.0 0.0 0.0
C 0.0 0.0 0.0
C 0.0 0.0 0.0
C 0.0 0.0 -0.1
S -0.1 -0.2 0.1
H 0.0 0.0 0.0
H 0.0 0.0 0.0
H 0.0 0.0 0.0
H 0.0 0.0 0.0
S -0.1 0.0 0.1
As 0.0 0.0 -0.2
S 0.2 0.0 0.0
S 0.1 0.0 0.0
S 0.0 0.0 0.0
C 0.0 0.0 0.0
N 0.0 -0.1 0.0
C -0.1 0.0 0.0
C 0.1 0.1 -0.1
C -0.1 -0.1 0.0
N 0.0 -0.1 0.0
C -0.2 -0.1 0.1
O 0.1 0.0 0.1
N -0.1 0.0 0.0
H 0.0 0.0 0.0
H 0.0 0.0 0.0
H 0.0 0.0 0.0
H 0.0 0.0 0.0
H 0.0 0.0 0.0
H 0.0 0.0 0.0
H 0.0 0.0 0.0

Properties
- Net charge: -1
- Multiplicity: 1
- Kohn-Sham gap: 6.1 eV
- F_max: 0.015 hartree/bohr
- Energy relative to the best compared isomer or geometry (same formula, charge and spin): 0.279 eV


C5H8O2 as an isolated structure, computed with wB97M-V/def2-TZVPD.

CARTESIAN COORDINATES (ANGSTROEM)
O (-2.161, 0.837, -0.142)
C (-0.904, 0.409, 0.222)
C (-0.653, -1.143, -0.062)
C (0.798, -0.987, -0.558)
C (1.383, 0.020, 0.440)
C (0.399, 0.898, -0.363)
O (0.663, 0.089, -1.529)
H (-2.070, 1.636, 0.404)
H (-0.824, 1.293, 1.301)
H (-0.789, -1.752, 0.829)
H (-1.286, -1.568, -0.867)
H (1.350, -1.851, -0.941)
H (1.203, -0.144, 1.509)
H (2.417, 0.283, 0.228)
H (0.476, 1.980, -0.472)

Cartesian forces, eV/Å:
O -0.1 1.0 -0.4
C 0.8 1.0 2.0
C 0.0 0.4 0.7
C 0.0 -0.3 0.1
C 0.2 0.1 0.0
C 0.1 0.5 -0.2
O -0.1 0.0 -0.2
H -1.8 0.1 -1.0
H 0.6 -3.6 -1.2
H 0.2 -0.1 0.0
H 0.0 0.8 0.5
H -0.3 0.2 0.2
H 0.1 0.1 -0.3
H 0.0 0.0 0.0
H 0.2 -0.1 -0.2

Properties
- Multiplicity: 1
- Kohn-Sham gap: 10.0 eV
- F_max: 0.074 hartree/bohr
- Energy relative to the best compared isomer or geometry (same formula, charge and spin): 3.907 eV


A 3-piece molecular cluster, C22H53F5N7O4P2S overall, computed with wB97M-V/def2-TZVPD.

CARTESIAN COORDINATES (ANGSTROEM)
C (-1.278, 8.195, 7.981)
S (-1.999, 7.437, 6.504)
O (-2.417, 6.116, 6.956)
O (-3.101, 8.312, 6.120)
C (-0.812, 7.366, 5.252)
C (-0.845, 8.770, 4.597)
C (0.389, 9.140, 3.754)
C (0.274, 8.742, 2.267)
N (1.445, 8.006, 1.728)
C (0.522, 7.078, 5.955)
C (1.515, 6.316, 5.040)
C (1.460, 4.784, 5.225)
C (0.595, 4.062, 4.204)
F (-0.704, 4.211, 4.521)
F (0.773, 4.544, 2.945)
C (0.876, 2.533, 4.131)
F (2.175, 2.248, 4.253)
F (0.199, 1.882, 5.058)
F (0.512, 2.055, 2.936)
H (-0.480, 8.893, 7.719)
H (-2.034, 8.731, 8.551)
H (-0.840, 7.427, 8.617)
H (-1.058, 9.587, 5.305)
H (-1.695, 8.772, 3.909)
H (1.336, 8.767, 4.150)
H (0.472, 10.231, 3.783)
H (0.204, 9.661, 1.674)
H (-0.658, 8.204, 2.086)
H (2.067, 7.747, 2.484)
H (1.105, 7.119, 1.374)
H (0.988, 8.018, 6.295)
H (0.337, 6.410, 6.800)
H (2.533, 6.599, 5.330)
H (1.324, 6.586, 4.007)
H (2.472, 4.391, 5.126)
H (1.069, 4.517, 6.208)
O (2.388, -1.952, -0.870)
P (1.263, -2.436, -0.027)
N (1.566, -1.683, 1.467)
C (1.203, -2.185, 2.775)
C (1.366, -0.234, 1.400)
N (1.664, -4.155, -0.010)
C (2.058, -4.838, 1.215)
C (2.645, -4.536, -1.031)
N (-0.441, -2.691, 0.144)
C (-1.021, -3.853, 0.786)
C (-1.066, -2.549, -1.189)
H (0.130, -2.081, 2.998)
H (1.739, -1.613, 3.535)
H (1.501, -3.218, 2.920)
H (0.302, 0.022, 1.302)
H (1.905, 0.190, 0.552)
H (1.751, 0.247, 2.293)
H (2.952, -4.395, 1.677)
H (2.279, -5.883, 0.988)
H (1.263, -4.882, 1.958)
H (3.668, -4.270, -0.740)
H (2.432, -4.065, -1.986)
H (2.601, -5.618, -1.179)
H (-0.802, -4.790, 0.261)
H (-2.104, -3.713, 0.795)
H (-0.731, -3.943, 1.831)
H (-0.721, -3.340, -1.870)
H (-0.785, -1.592, -1.637)
H (-2.154, -2.574, -1.140)
O (-3.357, -5.813, -5.944)
P (-1.924, -5.827, -6.338)
N (-1.141, -5.472, -4.863)
C (0.130, -4.801, -4.705)
C (-1.269, -6.560, -3.900)
N (-1.925, -4.458, -7.439)
C (-1.191, -3.233, -7.143)
C (-3.271, -4.044, -7.854)
N (-0.620, -6.651, -7.126)
C (0.404, -5.968, -7.893)
C (-1.184, -7.725, -7.976)
H (0.994, -5.438, -4.952)
H (0.258, -4.496, -3.664)
H (0.194, -3.882, -5.277)
H (-0.670, -7.438, -4.190)
H (-2.312, -6.867, -3.807)
H (-0.939, -6.235, -2.912)
H (-1.513, -2.763, -6.205)
H (-1.352, -2.516, -7.951)
H (-0.111, -3.372, -7.115)
H (-3.777, -3.454, -7.082)
H (-3.897, -4.899, -8.091)
H (-3.190, -3.433, -8.756)
H (0.010, -5.459, -8.780)
H (1.120, -6.723, -8.224)
H (0.979, -5.266, -7.293)
H (-1.785, -7.314, -8.800)
H (-1.838, -8.372, -7.387)
H (-0.398, -8.351, -8.399)

Cartesian forces, eV/Å:
C 0.3 0.2 0.4
S -0.7 -0.7 -0.7
O 0.4 -0.1 0.3
O 0.1 0.3 0.0
C -0.1 0.9 1.1
C 0.2 -0.5 -0.4
C -0.3 0.4 -0.4
C 0.4 0.4 -0.1
N -0.4 -0.4 0.0
C -0.3 -0.5 -1.1
C -0.1 -0.1 1.0
C 0.1 0.1 -0.7
C 0.0 0.3 0.7
F -0.2 -0.2 -0.3
F 0.2 0.0 -0.1
C -0.3 0.6 -0.7
F 0.4 -0.1 0.3
F 0.0 -0.3 0.5
F -0.4 -0.1 -0.1
H -0.1 0.1 -0.2
H -0.2 -0.1 -0.2
H -0.1 -0.1 -0.1
H 0.2 0.0 0.1
H -0.1 0.2 0.1
H -0.1 -0.1 0.2
H 0.1 0.0 0.1
H -0.1 0.0 0.0
H 0.1 -0.2 0.1
H 0.0 0.1 0.0
H 0.2 0.0 -0.1
H 0.2 -0.2 0.2
H 0.1 0.3 0.3
H 0.0 0.1 -0.3
H 0.2 -0.1 -0.1
H 0.0 -0.1 0.1
H 0.1 0.0 0.0
O -2.3 1.6 -1.8
P 2.3 -3.7 4.3
N 0.5 0.0 0.0
C -0.5 -0.1 0.2
C 0.0 0.0 -0.5
N 0.3 0.1 0.1
C -0.3 -0.2 0.2
C 0.0 0.1 -0.2
N -0.6 1.9 -2.6
C 0.2 -0.4 0.4
C 0.3 0.3 -0.2
H 0.0 0.0 0.0
H 0.0 0.1 -0.1
H -0.1 0.1 -0.1
H 0.0 0.1 0.1
H 0.0 -0.1 0.0
H 0.1 -0.2 0.1
H 0.0 0.0 0.0
H 0.1 0.0 -0.1
H 0.0 0.2 -0.1
H 0.0 0.0 -0.1
H 0.0 0.1 0.0
H -0.1 0.0 0.1
H 0.1 0.0 0.0
H 0.0 0.1 -0.1
H 0.2 0.0 -0.1
H -0.2 -0.1 0.0
H 0.0 0.0 0.0
H 0.0 -0.1 0.2
O 0.1 -3.3 -0.7
P 2.1 5.7 0.4
N -0.3 0.3 0.2
C 0.5 -0.1 -0.2
C -0.3 -0.3 0.0
N -0.1 0.2 0.3
C 0.4 0.0 -0.1
C -0.2 -0.1 0.0
N -1.8 -2.7 -0.2
C 0.2 0.5 0.0
C -0.3 -0.1 0.2
H 0.0 0.0 0.0
H -0.1 -0.2 0.1
H 0.0 -0.1 -0.1
H 0.0 0.0 0.1
H 0.0 0.0 -0.1
H 0.1 0.1 -0.1
H 0.0 0.0 0.0
H -0.2 0.0 0.0
H 0.0 -0.1 0.1
H -0.1 0.0 0.0
H 0.0 0.0 0.1
H 0.1 0.0 0.0
H -0.1 0.1 0.1
H -0.1 -0.1 0.1
H -0.2 0.1 0.1
H 0.1 0.0 -0.1
H 0.0 0.0 0.0
H 0.1 0.1 0.1

Properties
- Net charge: -1
- Multiplicity: 1
- Kohn-Sham gap: 4.9 eV
- F_max: 0.119 hartree/bohr
- Energy relative to the best compared isomer or geometry (same formula, charge and spin): 0.000 eV


CoHO2S as an isolated structure, computed with wB97M-V/def2-TZVPD.

CARTESIAN COORDINATES (ANGSTROEM)
Co (0.693, -0.740, -0.249)
S (2.320, 0.856, 0.390)
O (-0.063, 0.858, 0.303)
O (-1.155, -0.655, 0.095)
H (-1.794, -0.319, -0.539)

Cartesian forces, eV/Å:
Co 1.0 1.1 0.3
S -1.5 -0.7 -0.3
O 1.2 -0.2 0.0
O -0.7 -0.2 0.3
H 0.0 0.0 -0.2

Properties
- Multiplicity: 5
- Kohn-Sham gap (spin up / spin down): 7.3 / 6.7 eV
- F_max: 0.032 hartree/bohr
- Energy relative to the best compared isomer or geometry (same formula, charge and spin): 2.868 eV


What is the multiplicity in the fourth record?
1